Computed, not measured: a 2-piece molecular cluster, C23H29N6O5S overall in a non-equilibrium geometry, with the ωB97M-V functional and the def2-TZVPD basis.

Element x y z (Å)
1 O 0.623 4.675 -1.165
2 O 0.079 -3.012 -3.288
3 O 0.227 6.118 3.437
4 O 2.536 -0.443 3.080
5 O 2.278 -2.564 4.354
6 C 1.299 5.294 -0.353
7 C -0.592 -3.933 -2.846
8 C -0.651 6.434 2.643
9 C -0.757 2.711 2.793
10 C -0.688 3.323 1.570
11 C 0.721 1.624 1.543
12 C 0.744 -8.244 -5.222
13 C 0.390 -7.227 -6.113
14 C 0.405 -8.136 -3.870
15 C -0.592 -3.893 0.871
16 C 0.934 -2.624 -0.485
17 C -0.300 -6.102 -5.652
18 C -0.289 -7.012 -3.410
19 C -0.050 -3.325 2.028
20 C 1.478 -2.046 0.661
21 C -0.119 -3.547 -0.400
22 C -0.648 -5.985 -4.298
23 C 0.975 -2.376 1.925
24 N 0.122 1.638 2.752
25 N -0.720 -4.189 -1.489
26 N -1.652 7.229 3.029
27 N 0.815 5.732 0.810
28 N 0.421 -0.990 4.197
29 N 0.222 2.629 0.799
30 C 2.780 5.482 -0.586
31 C -1.410 -4.773 -3.819
32 C -2.766 7.727 2.216
33 C -1.412 4.570 1.120
34 C -0.602 5.887 1.205
35 S 1.729 -1.625 3.385
36 H -1.359 3.028 3.637
37 H 1.504 0.935 1.237
38 H 1.281 -9.117 -5.583
39 H 0.653 -7.309 -7.164
40 H 0.679 -8.929 -3.181
41 H -1.383 -4.629 0.968
42 H 1.373 -2.356 -1.439
43 H -0.563 -5.319 -6.357
44 H -0.545 -6.953 -2.357
45 H -0.422 -3.647 2.998
46 H 2.316 -1.360 0.553
47 H 0.307 0.965 3.500
48 H -1.362 -4.939 -1.263
49 H -1.593 7.546 3.986
50 H 1.489 6.104 1.466
51 H -0.282 -1.716 4.181
52 H 0.770 -0.887 5.146
53 H 0.494 2.904 -0.147
54 H 3.344 5.014 0.219
55 H 3.009 6.547 -0.623
56 H 3.055 5.026 -1.538
57 H -1.688 -4.143 -4.668
58 H -2.338 -5.094 -3.340
59 H -2.395 8.378 1.420
60 H -3.447 8.308 2.842
61 H -3.326 6.901 1.774
62 H -2.338 4.669 1.688
63 H -1.706 4.421 0.079
64 H -1.060 6.625 0.547

Output
* HOMO: -10.89 eV
* energy: -54330.909 eV
* total charge: +1